[1]
Here is one molecule with the formula C23H33FN4O from the OMol25 dataset. Energies are from ωB97M-V/def2-TZVPD.

Lowest unoccupied orbital energy: 0.0260 hartree
2S+1: 1
ΔE to the lowest compared entry with this formula, charge and spin: 0.00 kcal/mol
SMILES string: Cc1cc(C)n(-c2ccc(F)cc2CN2CCN(C3CCCC3)[C@@H](CCO)C2)n1
HOMO level: -0.29426 Eh
Kohn-Sham gap: 8.71 eV

CARTESIAN COORDINATES (ANGSTROEM)
C1 0.950 3.844 -1.919
C2 1.407 2.435 -2.046
C3 2.720 1.939 -2.035
C4 2.601 0.572 -2.173
C5 3.650 -0.471 -2.309
N1 1.274 0.314 -2.250
C6 0.625 -0.926 -2.423
C7 -0.047 -1.152 -3.618
C8 -0.703 -2.346 -3.842
C9 -0.673 -3.303 -2.845
F1 -1.292 -4.483 -3.046
C10 -0.033 -3.087 -1.639
C11 0.620 -1.885 -1.406
C12 1.263 -1.615 -0.074
N2 0.720 -0.416 0.543
C13 1.484 -0.039 1.716
C14 0.902 1.237 2.333
N3 -0.504 1.135 2.682
C15 -0.739 0.411 3.925
C16 -2.225 0.257 4.274
C17 -2.215 0.085 5.788
C18 -1.208 1.137 6.248
C19 -0.160 1.199 5.125
C20 -1.265 0.678 1.521
C21 -1.368 1.822 0.504
C22 -2.459 1.612 -0.550
O1 -2.118 0.671 -1.534
C23 -0.679 -0.595 0.895
N4 0.550 1.438 -2.190
H1 1.441 4.470 -2.663
H2 1.197 4.235 -0.932
H3 -0.126 3.895 -2.060
H4 3.626 2.504 -1.947
H5 4.222 -0.572 -1.386
H6 3.209 -1.433 -2.562
H7 4.349 -0.190 -3.097
H8 -0.054 -0.377 -4.368
H9 -1.231 -2.538 -4.762
H10 -0.061 -3.854 -0.881
H11 2.338 -1.460 -0.203
H12 1.129 -2.500 0.576
H13 2.519 0.151 1.415
H14 1.492 -0.850 2.469
H15 1.478 1.498 3.222
H16 1.007 2.050 1.611
H17 -0.287 -0.596 3.908
H18 -2.693 -0.588 3.771
H19 -2.752 1.173 4.007
H20 -3.200 0.225 6.231
H21 -1.862 -0.915 6.045
H22 -0.763 0.887 7.210
H23 -1.707 2.101 6.348
H24 0.015 2.231 4.823
H25 0.788 0.772 5.450
H26 -2.279 0.446 1.853
H27 -1.581 2.738 1.057
H28 -0.420 1.936 -0.019
H29 -3.382 1.249 -0.087
H30 -2.677 2.583 -1.025
H31 -1.245 0.933 -1.888
H32 -1.239 -0.831 -0.010
H33 -0.797 -1.435 1.608

[2]
Here is C12H11BrN2O7V as an isolated structure from the OMol25 dataset. Energies are from ωB97M-V/def2-TZVPD.

Lowest unoccupied orbital energy: -0.4464 hartree
2S+1: 1
Net charge: +3
ΔE to the lowest compared entry with this formula, charge and spin: 3.49 kcal/mol
HOMO level: -0.69034 Eh
Kohn-Sham gap: 6.64 eV

CARTESIAN COORDINATES (ANGSTROEM)
V1 -0.194 -0.563 -0.850
O1 0.061 -0.765 3.324
C1 0.600 -0.317 2.244
O2 0.168 -0.548 1.113
C2 1.819 0.517 2.568
O3 2.441 0.951 1.363
C3 3.417 1.924 1.524
C4 4.768 1.279 1.728
O4 5.743 0.767 1.836
O5 0.816 0.423 -1.420
H1 -0.750 -1.290 3.178
H2 2.483 -0.102 3.183
H3 1.474 1.360 3.177
H4 3.271 2.620 2.360
H5 3.531 2.501 0.598
Br1 -1.505 2.072 1.687
C5 -2.361 1.735 0.045
C6 -3.456 2.550 -0.224
C7 -4.150 2.396 -1.406
C8 -3.728 1.414 -2.298
C9 -2.646 0.652 -1.948
N1 -1.939 0.777 -0.789
C10 -2.165 -0.413 -2.874
O6 -2.535 -0.706 -3.940
O7 -1.124 -1.077 -2.190
H6 -3.747 3.296 0.502
H7 -5.000 3.027 -1.632
H8 -4.218 1.231 -3.246
C11 1.670 -4.730 -1.377
C12 1.140 -3.426 -1.053
N2 0.718 -2.389 -0.797
H9 1.801 -4.798 -2.459
H10 0.967 -5.496 -1.045
H11 2.631 -4.868 -0.881

[3]
Here is C12H26BNO4Ti as an isolated structure at a distorted geometry from the OMol25 dataset. Energies are from ωB97M-V/def2-TZVPD.

Lowest unoccupied orbital energy: -0.3259 hartree
2S+1: 1
Net charge: +2
HOMO level: -0.60945 Eh
Kohn-Sham gap: 7.71 eV

CARTESIAN COORDINATES (ANGSTROEM)
C1 4.462 -1.994 -0.214
C2 3.138 -2.019 0.576
C3 2.666 -0.672 1.110
C4 2.017 0.310 0.095
C5 2.013 -0.120 -1.375
C6 0.957 0.700 -2.171
C7 -0.195 -0.183 -2.641
O1 -1.406 -0.004 -1.835
C8 -1.300 -0.229 -0.584
O2 -0.537 -1.182 -0.137
N1 -1.963 0.516 0.311
C9 -2.474 1.841 -0.165
C10 -2.314 2.873 0.950
C11 -1.054 3.746 0.803
B1 -2.955 -0.310 1.066
O3 -4.273 -0.028 1.074
O4 -2.447 -1.412 1.746
C12 -2.970 -2.677 1.314
H1 4.858 -0.984 -0.203
H2 5.158 -2.685 0.243
H3 4.300 -2.324 -1.235
H4 3.271 -2.671 1.443
H5 2.370 -2.517 -0.054
H6 3.483 -0.216 1.660
H7 1.901 -0.882 1.873
H8 2.576 1.241 0.141
H9 1.021 0.556 0.454
H10 1.730 -1.159 -1.509
H11 2.981 0.100 -1.811
H12 0.520 1.440 -1.501
H13 1.392 1.202 -3.026
H14 -0.503 0.075 -3.646
H15 0.091 -1.230 -2.681
H16 -1.892 2.180 -1.013
H17 -3.500 1.777 -0.511
H18 -3.175 3.534 0.923
H19 -2.290 2.390 1.925
H20 -0.632 3.671 -0.197
H21 -0.315 3.472 1.550
H22 -1.285 4.793 0.966
H23 -4.574 0.590 1.758
H24 -4.055 -2.681 1.272
H25 -2.686 -3.432 2.048
H26 -2.567 -2.969 0.335
Ti1 0.223 -2.809 0.605